--- 1 ---
Below is 2 unconnected molecules or ions with the total composition C4H10NO, with properties calculated with the ωB97M-V functional and the def2-TZVPD basis.

Positions of all 16 atoms, in Å:
H  -1.408  2.063  0.799
C  2.642  -0.271  -0.332
C  -2.010  -0.881  -0.719
H  2.615  -1.234  0.113
C  -1.209  0.106  0.160
H  -1.628  -1.877  -0.608
C  -0.080  -0.140  0.857
H  -3.087  -0.781  -0.407
H  1.964  -0.221  -1.123
N  -1.825  1.342  0.247
H  4.313  0.724  0.463
H  0.508  -1.032  1.002
H  -1.864  -0.685  -1.777
O  3.593  0.667  -0.173
H  0.335  0.777  1.306
H  -2.860  1.444  0.191

- charge = +1
- LUMO energy (spin up / spin down) (eV) = -5.9 / -6.8
- highest occupied orbital energy (spin up / spin down) (eV) = -12.64 / -12.02

Atom charges from the natural (NBO) analysis, given in e for atoms 1 to 6: atom 1 (H): 0.3951, atom 2 (C): 0.3354, atom 3 (C): -0.6592, atom 4 (H): 0.1941, atom 5 (C): 0.2872, atom 6 (H): 0.2331

---

--- 2 ---
Below is 2 unconnected molecules or ions with the total composition C4H10NO, with properties calculated with the ωB97M-V functional and the def2-TZVPD basis.

Positions of all 16 atoms, in Å:
H  -0.497  -0.232  -0.311
C  -2.238  0.735  -0.750
H  1.596  -1.192  1.839
H  2.948  -1.608  -0.251
N  -0.997  0.713  -0.461
H  -2.710  -0.224  -1.094
H  -0.956  2.703  0.148
O  -0.010  -1.527  0.587
H  1.667  -1.010  -1.314
C  2.143  -0.878  -0.338
H  2.578  0.120  -0.270
C  1.155  -1.125  0.809
H  0.632  2.017  -0.355
H  -2.815  1.660  -0.514
H  -0.026  1.539  1.238
C  -0.287  1.842  0.181

- charge = +1
- LUMO energy (eV) = -4.8
- highest occupied orbital energy (eV) = -14.72

Atom charges from the natural (NBO) analysis, given in e for atoms 1 to 6: atom 1 (H): 0.4651, atom 2 (C): 0.1152, atom 3 (H): 0.1696, atom 4 (H): 0.2782, atom 5 (N): -0.4161, atom 6 (H): 0.2471

---

--- 3 ---
Below is 2 unconnected molecules or ions with the total composition C4H10NO, with properties calculated with the ωB97M-V functional and the def2-TZVPD basis.

Positions of all 16 atoms, in Å:
C  -0.770  -1.179  -0.860
H  -0.600  -0.308  -3.233
H  1.203  -0.291  -0.880
C  -0.440  1.168  1.789
H  -1.622  -1.428  -1.481
H  -0.758  -1.530  0.161
H  -0.644  1.360  0.747
H  1.346  -0.389  3.773
H  -0.174  1.140  -2.546
C  0.250  -0.508  -1.339
C  0.456  0.279  2.191
H  0.987  0.156  -3.209
O  0.451  -0.167  3.477
H  1.209  -0.179  1.554
H  -1.010  1.714  2.526
N  0.115  0.162  -2.672

- charge = +1
- LUMO energy (eV) = -4.0
- highest occupied orbital energy (eV) = -12.17

Atom charges from the natural (NBO) analysis, given in e for atoms 1 to 6: atom 1 (C): -0.3096, atom 2 (H): 0.4489, atom 3 (H): 0.2400, atom 4 (C): -0.5000, atom 5 (H): 0.2217, atom 6 (H): 0.2672

---

Verdict on stability: 2 comes out on top.

---

--- 1 ---
Below is 2 unconnected molecules or ions with the total composition C4H10NO, with properties calculated with the ωB97M-V functional and the def2-TZVPD basis.

Positions of all 16 atoms, in Å:
O  0.361  1.334  -0.336
H  -0.451  0.086  -1.323
C  -0.005  1.035  0.777
H  -0.744  0.318  0.774
C  0.256  -1.676  -1.959
H  0.372  -2.489  -2.711
C  0.161  1.033  3.212
C  0.605  1.484  2.058
H  -0.687  0.369  3.266
H  0.806  1.160  4.074
H  -1.723  -0.909  -1.798
H  -0.068  -2.126  -1.055
H  1.224  -1.117  -1.886
N  -0.800  -0.603  -2.097
H  -0.858  -0.002  -2.988
H  1.551  2.101  1.993

- charge = +1
- LUMO energy (eV) = -3.6
- highest occupied orbital energy (eV) = -14.35

Atom charges from the natural (NBO) analysis, given in e for atoms 1 to 6: atom 1 (O): -0.5702, atom 2 (H): 0.4729, atom 3 (C): 0.4266, atom 4 (H): 0.1010, atom 5 (C): -0.4190, atom 6 (H): 0.2563

---

--- 2 ---
Below is a gas-phase ion, C4H10NO (charge +1), with properties calculated with the ωB97M-V functional and the def2-TZVPD basis.

Positions of all 16 atoms, in Å:
H  -1.151  -1.124  0.334
H  1.337  1.295  -2.158
N  0.485  1.913  -2.186
H  -0.253  -2.108  3.031
O  0.530  -1.464  1.259
H  -0.151  1.883  -3.229
H  -0.120  1.172  1.089
H  0.825  2.875  -2.248
C  -0.139  -0.870  0.406
H  -1.459  1.837  -1.035
H  0.393  -3.388  2.009
H  -1.191  -2.787  1.575
C  0.168  0.748  0.048
C  -0.118  -2.492  2.020
C  -0.376  1.684  -0.967
H  1.222  0.827  0.051

- charge = +1
- LUMO energy (spin up / spin down) (eV) = -4.8 / -4.1
- highest occupied orbital energy (spin up / spin down) (eV) = -10.52 / -11.15

Atom charges from the natural (NBO) analysis, given in e for atoms 1 to 6: atom 1 (H): 0.1476, atom 2 (H): 0.4391, atom 3 (N): -0.7145, atom 4 (H): 0.2256, atom 5 (O): -0.3763, atom 6 (H): 0.4389

---

--- 3 ---
Below is a gas-phase ion, C4H10NO (charge +1), with properties calculated with the ωB97M-V functional and the def2-TZVPD basis.

Positions of all 16 atoms, in Å:
H  -0.720  1.635  0.963
H  0.304  -0.569  1.283
C  1.516  0.241  -0.274
H  -3.013  0.860  0.626
C  -0.899  0.886  0.197
H  -2.204  -0.324  1.329
H  -2.459  -0.344  -0.370
C  0.181  -0.209  0.256
H  1.395  0.807  -1.196
O  2.479  -1.296  -1.874
H  2.193  0.689  0.452
H  -0.997  1.325  -0.792
C  2.248  -1.019  -0.734
N  -2.237  0.216  0.455
H  2.446  -1.838  -0.020
H  -0.233  -1.059  -0.301

- charge = +1
- SMILES string = [NH3+]CCCC=O
- LUMO energy (eV) = -4.1
- highest occupied orbital energy (eV) = -13.06

Atom charges from the natural (NBO) analysis, given in e for atoms 1 to 6: atom 1 (H): 0.2375, atom 2 (H): 0.2281, atom 3 (C): -0.5213, atom 4 (H): 0.4491, atom 5 (C): -0.2063, atom 6 (H): 0.4460

---

--- 4 ---
Below is a gas-phase ion, C4H10NO (charge +1), with properties calculated with the ωB97M-V functional and the def2-TZVPD basis.

Positions of all 16 atoms, in Å:
O  0.361  -0.825  -0.523
H  0.747  1.944  -0.904
H  1.806  -2.142  -0.611
C  -1.350  0.403  0.265
H  2.215  -1.154  0.716
C  1.699  -1.142  -0.392
H  -3.168  -0.855  0.816
H  -1.811  1.364  0.581
H  -2.429  -1.024  -0.928
H  2.341  -0.338  -0.871
H  -1.542  -1.692  0.421
N  -0.088  0.376  -0.014
C  -2.125  -0.876  0.183
H  1.812  1.260  0.358
H  0.372  2.219  0.804
C  0.795  1.554  0.052

- charge = +1
- SMILES string = C/C=[N+](/C)OC
- LUMO energy (eV) = -4.4
- highest occupied orbital energy (eV) = -15.14

Atom charges from the natural (NBO) analysis, given in e for atoms 1 to 6: atom 1 (O): -0.3164, atom 2 (H): 0.2389, atom 3 (H): 0.2431, atom 4 (C): 0.2459, atom 5 (H): 0.1925, atom 6 (C): -0.2846

---

Verdict on stability: 3 comes out on top.

---

--- 1 ---
Below is 2 unconnected molecules or ions with the total composition C4H10NO, with properties calculated with the ωB97M-V functional and the def2-TZVPD basis.

Positions of all 16 atoms, in Å:
H  0.865  2.335  -0.597
C  0.409  -1.539  -0.665
C  0.282  1.871  1.956
H  1.207  -1.619  0.023
H  0.479  -3.366  -1.591
O  -0.568  2.013  0.820
H  1.292  1.703  1.612
H  0.347  2.722  2.651
C  -0.226  -2.756  -1.030
H  -0.846  1.984  -1.297
C  -0.136  1.976  -0.383
H  -0.982  -0.199  -1.311
H  -0.408  1.221  2.667
H  -1.129  -2.642  -1.759
H  -0.590  -3.377  -0.222
N  0.001  -0.326  -0.874

- charge = +1
- LUMO energy (eV) = -4.9
- highest occupied orbital energy (eV) = -14.85

Atom charges from the natural (NBO) analysis, given in e for atoms 1 to 6: atom 1 (H): 0.1973, atom 2 (C): 0.2273, atom 3 (C): -0.3016, atom 4 (H): 0.1918, atom 5 (H): 0.2686, atom 6 (O): -0.3860

---

--- 2 ---
Below is 2 unconnected molecules or ions with the total composition C4H10NO, with properties calculated with the ωB97M-V functional and the def2-TZVPD basis.

Positions of all 16 atoms, in Å:
O  -2.227  0.174  1.479
H  2.053  -1.788  -1.761
H  0.292  2.818  -0.023
C  0.273  -1.051  -0.924
N  0.348  0.765  0.610
H  0.978  2.321  1.680
H  0.914  -3.170  -1.340
H  0.621  -2.151  -2.748
H  1.489  0.649  -1.260
H  -3.176  0.338  1.342
H  -2.115  0.422  2.404
H  -0.510  0.227  0.814
C  0.476  2.088  0.761
C  1.003  -2.058  -1.719
C  0.796  0.149  -0.584
H  -0.611  -1.433  -0.397

- charge = +1
- LUMO energy (eV) = -6.6
- highest occupied orbital energy (eV) = -13.53

Atom charges from the natural (NBO) analysis, given in e for atoms 1 to 6: atom 1 (O): -0.9644, atom 2 (H): 0.2394, atom 3 (H): 0.2147, atom 4 (C): -0.0454, atom 5 (N): -0.5310, atom 6 (H): 0.2141

---

Verdict on stability: 1 comes out on top.

---

--- 1 ---
Below is a single C2H2N2O4 molecule, with properties calculated with the ωB97M-V functional and the def2-TZVPD basis.

Positions of all 10 atoms, in Å:
H  -0.159  -2.865  -0.441
O  -0.003  1.225  0.237
N  -1.028  0.252  0.401
H  -2.595  1.108  -0.082
O  2.269  1.172  -0.052
O  -1.973  0.537  -0.518
N  -0.808  -2.166  -0.066
O  0.990  -0.756  0.047
C  1.199  0.616  0.050
C  -0.308  -0.993  0.027

- charge = 0
- SMILES string = [H]/N=c1\oc(=O)on1O
- LUMO energy (eV) = 0.4
- highest occupied orbital energy (eV) = -10.56

Atom charges from the natural (NBO) analysis, given in e for atoms 1 to 6: atom 1 (H): 0.3752, atom 2 (O): -0.3613, atom 3 (N): 0.0906, atom 4 (H): 0.4865, atom 5 (O): -0.5280, atom 6 (O): -0.5114

---

--- 2 ---
Below is 2 unconnected molecules or ions with the total composition C2H2N2O4, with properties calculated with the ωB97M-V functional and the def2-TZVPD basis.

Positions of all 10 atoms, in Å:
O  -1.496  -2.194  0.524
N  -0.545  0.815  1.777
N  -0.581  -1.433  0.706
H  0.864  0.120  -2.703
H  1.740  1.303  -1.570
O  -0.092  0.674  -1.017
O  -0.463  1.852  2.300
O  0.584  -1.617  0.427
C  0.840  0.698  -1.767
C  -0.850  -0.217  1.323

- charge = 0
- LUMO energy (eV) = -1.0
- highest occupied orbital energy (eV) = -10.61

Atom charges from the natural (NBO) analysis, given in e for atoms 1 to 6: atom 1 (O): -0.3172, atom 2 (N): 0.2850, atom 3 (N): 0.4892, atom 4 (H): 0.1126, atom 5 (H): 0.1108, atom 6 (O): -0.5337

---

Verdict on stability: 1 comes out on top.